Density functional theory data (ωB97M-V with the def2-TZVPD basis set) for a cluster of 6 separate species, C16H40N4O14 in total.

Structure (XYZ):
```
74
Properties=species:S:1:pos:R:3:forces:R:3
H -1.070 -0.286 7.763 -0.3 -0.3 -0.5
N 0.584 -5.980 0.636 0.2 0.7 -0.1
H -3.357 0.518 7.705 -0.2 0.2 -0.4
C -3.225 0.986 6.701 0.0 -1.7 0.6
O -0.311 -0.844 -1.357 0.9 0.5 -0.4
H 1.029 0.409 3.580 -0.5 -0.2 -0.2
C 0.879 2.889 1.956 -0.3 2.0 -1.5
C 1.433 -4.759 0.726 0.4 0.0 0.0
H 2.008 0.999 -0.341 0.4 0.0 0.1
C -1.169 -3.899 -2.407 1.5 0.8 -0.2
H 2.780 2.539 -6.062 -0.3 0.0 -0.4
C 0.704 -0.646 3.630 2.0 -0.3 0.1
H 2.452 -5.045 0.827 0.7 -0.7 0.5
O -3.035 -2.819 -3.169 -0.3 0.3 -0.2
H 1.327 5.535 -1.051 -0.5 0.0 -0.1
H -0.463 5.709 -1.328 0.3 -0.2 -0.3
O -0.151 -0.305 -4.243 0.6 -0.7 -0.6
H -0.087 2.457 1.919 -1.2 -0.7 0.2
O -0.230 -0.864 4.649 -0.2 0.1 -0.2
H -0.509 -3.024 -2.192 -0.3 -0.7 0.1
C 0.034 -0.230 5.909 -0.9 -0.5 -1.0
C -1.736 -1.434 1.125 -0.4 0.6 0.0
H 2.263 1.057 -5.078 0.9 1.0 -0.3
O 2.454 2.879 -4.036 -1.1 -0.3 -0.9
C 0.040 4.364 0.243 0.3 0.7 -0.6
H -0.017 -2.292 2.605 0.0 0.6 -0.7
H -2.461 -0.860 0.522 0.3 0.0 0.6
H -0.218 5.171 0.969 0.2 -0.4 -0.3
O 1.698 -1.388 -0.886 0.7 -0.1 -0.2
H -1.885 -1.103 6.322 0.2 0.6 0.3
H 0.984 3.596 -5.278 -0.1 0.4 -1.2
N 0.052 -1.352 -4.877 -2.2 2.1 0.8
H 1.264 -1.324 1.690 -1.0 -0.1 0.4
O 1.053 -1.971 -4.863 2.1 -1.4 -0.1
H 1.465 -4.107 -0.109 -0.9 0.2 -1.2
C 1.255 0.911 -1.101 -1.0 -0.4 -0.1
H 3.935 1.887 -4.924 0.0 -0.6 -0.1
H 1.769 5.093 -3.402 -0.4 -0.2 0.8
O -0.068 -6.160 -0.376 0.1 -0.2 0.2
O -0.700 -0.527 1.582 0.3 -1.8 0.2
H -3.589 1.991 6.789 -0.2 0.4 -0.5
H 0.264 0.819 5.749 0.5 0.2 0.0
H 1.599 2.093 1.947 0.6 0.0 0.8
C -1.150 -1.827 -5.593 -1.4 -0.4 0.7
H -0.849 3.793 0.036 -0.7 -0.6 0.4
N -2.513 -3.351 -2.216 -0.6 -0.7 1.4
H -0.986 -2.635 -6.339 0.2 0.8 0.7
O -1.855 0.986 6.402 -0.8 1.5 -0.5
H -1.596 -0.910 -5.983 0.0 -0.4 -0.3
H -1.836 -2.144 -4.742 0.8 0.1 -1.2
C 1.097 3.322 -4.261 0.0 -1.0 1.8
C 0.321 -1.269 2.306 -0.4 0.5 -0.2
O -3.020 -3.451 -1.105 0.3 0.1 -0.8
H -1.045 -4.100 -3.466 -0.1 -0.3 0.0
O 0.471 4.000 -2.089 0.0 -0.3 -0.3
C 0.838 4.486 -3.344 -0.2 1.0 -1.6
H 1.622 1.093 -2.092 0.4 0.4 -0.4
H 0.395 1.583 -0.898 0.5 -0.9 -0.2
H 0.313 2.554 -4.000 0.9 0.2 -0.4
H -3.720 0.316 5.954 -0.2 0.9 0.5
H 0.034 5.148 -3.794 0.5 -0.7 0.5
H 1.678 -1.219 3.795 -0.8 0.5 0.5
H -0.909 -4.745 -1.758 -0.5 0.4 -0.2
N 0.864 -0.555 -1.151 -1.9 0.4 0.9
O 1.098 3.549 0.685 0.2 0.0 0.1
H 0.813 -0.776 6.411 0.5 -0.1 0.4
C 2.874 2.017 -5.116 -0.6 -0.2 1.4
C -1.283 -0.226 6.668 1.4 -1.2 0.6
O 0.609 -6.693 1.612 -0.2 -0.2 -0.2
H 0.852 3.678 2.742 0.6 -0.9 -0.1
H -2.233 -1.883 2.006 0.1 0.2 -0.4
H -1.430 -2.230 0.429 0.6 0.2 0.5
C 0.358 4.991 -1.134 0.8 0.8 2.0
H 1.139 -4.189 1.572 -0.4 0.2 0.8
```
Positions in Å, forces in eV/Å.

The structure (SMILES) is C[N+](=O)[O-].C[N+](=O)[O-].C[N+](=O)[O-].C[N+](=O)[O-].COCCOCCOC.COCCOCCOC. The net charge is 0. The value obtained for the total energy is -51850.4401 eV.


Density functional theory data (ωB97M-V with the def2-TZVPD basis set) for a cluster of 4 separate species, C16H40O8 in total.

Structure (XYZ):
```
64
Properties=species:S:1:pos:R:3:forces:R:3
H -0.495 -6.868 -4.610 -0.6 0.2 -0.1
C 1.011 0.940 -1.540 3.1 -1.4 0.5
C -0.323 1.402 -1.317 -3.0 -1.2 -0.2
C 0.613 -3.215 1.591 0.3 -2.2 2.3
H -0.304 3.503 1.211 -0.3 -0.2 0.0
C 2.612 -0.759 -0.708 -0.6 1.4 -1.5
C -1.724 -4.512 3.170 0.8 0.5 -1.0
H -1.731 -5.546 2.826 0.3 -0.1 -0.3
H 0.395 3.736 -0.364 0.3 0.1 -0.2
O -0.688 2.000 -0.125 -0.1 0.9 1.1
C -0.112 -3.158 -0.558 -0.4 -0.2 -0.9
H -4.078 4.426 2.635 0.0 0.0 0.2
H 0.252 -2.240 1.917 -0.1 0.3 -0.4
H 3.006 -1.174 0.220 -0.6 0.0 0.0
O 0.079 8.271 3.072 -1.6 -0.8 0.0
C -1.071 7.585 3.612 0.2 -0.3 0.3
H 2.535 -1.484 -1.518 -0.2 -0.7 0.3
H -0.816 -2.472 -3.121 0.1 -0.1 0.2
H 2.579 -2.856 -4.532 0.3 -0.5 0.0
H -2.587 -4.434 3.833 0.6 0.3 0.7
H -2.480 3.749 3.044 0.1 0.0 0.2
H -1.911 -3.834 2.337 -0.3 -0.3 -0.2
H -1.942 8.223 3.758 0.0 0.5 -0.2
H 1.383 -5.040 -5.345 0.0 0.8 -0.4
H 1.654 -3.203 1.267 0.1 0.6 -0.5
O 0.672 -2.412 -4.578 0.4 0.9 -0.9
H -0.914 -3.643 -4.460 -0.3 -0.1 0.4
H -0.844 7.196 4.605 0.3 -0.1 0.2
O 0.351 -5.275 -3.608 0.7 0.4 0.1
H 1.011 -7.303 -4.058 0.9 0.6 0.5
O -0.195 -3.889 0.661 0.1 1.1 -1.0
H -1.409 -2.021 -4.694 0.7 0.7 -0.4
C 0.184 -6.648 -3.786 -1.1 -0.5 0.2
C -3.001 4.576 2.561 0.0 -0.4 -0.8
H 1.778 -2.832 -2.991 0.3 -1.3 0.5
H 1.098 2.569 0.800 0.2 -0.2 -0.2
O -2.692 5.816 3.105 -0.2 1.6 1.2
H -2.768 4.523 1.497 0.1 0.1 -0.2
C 0.347 9.459 3.773 0.0 -0.3 -0.3
H 0.883 -3.154 -1.004 0.4 -0.1 0.4
C 1.462 -4.747 -4.298 1.0 0.4 1.1
O 1.349 -0.049 -0.570 0.5 -0.8 1.1
H 3.369 -0.112 -1.151 0.3 0.5 0.4
H 1.018 0.456 -2.516 0.3 0.3 -0.4
C 0.176 2.976 0.386 0.1 0.5 0.1
H 0.934 -5.150 2.587 -0.3 -0.2 -0.5
H -0.418 -2.116 -0.466 0.0 0.2 0.4
H -0.761 5.692 2.526 0.6 0.2 0.2
H 0.313 9.243 4.841 0.6 0.2 0.3
H -0.380 10.256 3.616 -0.3 0.0 -0.3
H -0.730 -3.594 -1.343 -0.3 -0.4 0.4
H -0.267 -6.956 -2.843 0.0 -0.6 -0.2
H 1.301 9.781 3.356 0.1 0.2 0.6
H 2.364 -5.249 -3.947 0.3 -0.3 0.2
H -0.935 0.502 -1.273 -0.1 -0.4 -0.3
H 1.659 -3.846 3.350 -0.6 0.6 1.0
C 0.724 -4.116 2.858 -1.6 -0.2 -0.6
C 1.714 -3.247 -3.997 -2.2 0.8 -1.6
O -0.466 -4.122 3.741 0.9 0.2 0.3
H -1.673 6.939 1.714 -0.1 0.0 -0.3
H -0.712 1.882 -2.215 0.2 0.9 -0.1
C -1.506 6.472 2.685 0.0 -0.9 -1.1
H 1.760 1.725 -1.431 0.2 0.3 -0.6
C -0.652 -2.621 -4.189 -0.4 -1.3 0.2
```
Positions in Å, forces in eV/Å.

As for the spin multiplicity: 2. The net charge is -1. The value obtained for the total energy is -33612.4914 eV.


Density functional theory data (ωB97M-V with the def2-TZVPD basis set) for a cluster of 3 separate species, C16H41NO9SSi in total.

Structure (XYZ):
```
69
Properties=species:S:1:pos:R:3:forces:R:3
H -3.284 -5.731 1.648 0.0 0.0 0.0
H 0.166 -6.545 1.986 0.0 0.0 0.0
C -0.484 3.856 -4.282 0.0 0.0 0.0
H 1.935 -8.406 1.873 0.0 0.0 0.0
H 2.102 -9.725 -0.273 0.0 0.0 0.0
H 1.591 0.675 3.374 0.0 -0.1 0.0
H -1.635 1.515 -3.721 0.0 0.0 -0.1
C 1.891 -7.548 1.186 0.0 0.0 0.0
C -2.093 0.925 2.596 0.1 0.1 0.0
O -2.175 -1.439 1.475 -0.1 0.0 0.0
H -1.128 0.477 2.855 0.0 0.1 0.0
C -0.613 -4.248 0.493 0.0 0.0 0.0
O -4.215 -0.102 1.362 0.0 0.0 0.0
H -0.112 3.129 -5.018 0.0 0.0 0.0
H 3.048 5.799 0.239 0.0 0.0 0.0
H -4.481 -0.929 1.793 0.0 0.1 -0.1
C 3.052 5.344 -0.759 0.0 0.0 0.1
H -2.787 0.744 3.416 0.0 -0.1 0.0
H -0.995 -3.682 -0.367 0.0 0.0 0.0
H -2.370 -4.432 2.455 0.0 0.0 0.0
H -0.546 -3.560 1.343 0.0 0.0 0.0
C 1.243 -6.382 1.900 0.0 0.0 0.1
H -2.601 2.990 2.963 0.0 -0.1 0.0
O -0.672 3.227 -3.034 0.0 0.0 0.1
H -0.535 4.002 2.553 0.0 0.0 0.0
C 1.864 -8.791 -0.797 0.0 0.0 0.0
C 0.525 4.971 -4.135 0.0 0.0 -0.1
O 1.155 -7.901 0.031 0.0 0.1 0.0
O -2.315 0.583 0.019 -0.1 -0.2 -0.1
H 0.717 6.679 -0.331 0.0 0.0 0.0
C 1.011 6.345 -1.337 0.0 0.0 0.0
H 0.697 -5.615 -0.530 0.0 0.0 0.0
H -0.045 2.460 3.210 0.0 0.1 0.0
H 1.322 -3.970 -0.312 0.0 0.0 0.0
C -2.642 -4.867 1.486 0.0 0.0 0.0
O -1.499 -5.314 0.794 0.1 0.0 0.1
H -1.820 1.917 -2.006 0.0 0.0 0.0
H 1.230 -9.019 -1.652 0.0 0.0 0.0
C -0.236 6.148 -2.169 -0.1 0.0 0.0
H 1.385 4.614 -3.562 0.0 0.0 0.0
H 1.629 7.131 -1.791 0.0 0.0 0.0
H -3.189 -4.112 0.911 0.0 0.0 0.0
H 0.369 3.551 0.437 0.0 -0.1 0.0
H 3.537 4.371 -0.701 0.0 0.0 0.0
H 2.432 1.285 0.052 0.1 0.0 0.0
C -0.524 2.931 2.342 0.0 0.0 0.0
N 1.665 0.470 2.387 0.1 0.1 0.1
C 0.764 -4.777 0.168 0.0 0.1 -0.1
H 2.919 -7.275 0.912 0.0 0.0 0.0
O -0.008 6.158 -3.569 0.0 0.0 0.0
C -1.970 2.425 2.274 -0.1 0.0 0.0
O 1.744 5.139 -1.239 0.0 0.0 -0.1
H 2.800 -8.344 -1.154 0.0 0.0 0.0
H -0.278 1.927 0.436 0.0 0.1 0.0
H -2.349 2.609 1.268 -0.1 0.1 0.1
H 2.286 -0.318 2.267 -0.1 0.0 0.0
H -0.751 5.237 -1.857 0.0 0.0 0.0
H 3.626 5.990 -1.434 0.0 0.0 0.0
C -1.764 2.338 -3.008 0.0 -0.1 0.1
H -1.433 4.266 -4.653 0.0 0.0 0.0
H 1.670 -6.335 2.904 0.0 0.0 0.0
H -2.708 2.850 -3.229 0.0 0.0 -0.1
S -2.620 -0.097 1.235 0.2 0.1 0.2
H 2.903 2.802 1.886 0.0 0.0 0.0
Si 1.923 1.831 1.329 -0.1 0.0 -0.1
O 1.528 -5.124 1.315 0.0 0.0 0.0
H 0.865 5.257 -5.132 0.0 0.0 0.0
H -0.893 7.000 -1.983 0.0 0.0 0.0
C 0.272 2.649 1.049 -0.1 -0.1 0.0
```
Positions in Å, forces in eV/Å.

The structure (SMILES) is N[SiH2]CCCCS(=O)(=O)O.COCCOCCOC.COCCOCCOC. The net charge is 0. The value obtained for the total energy is -55884.6511 eV.


Density functional theory data (ωB97M-V with the def2-TZVPD basis set) for a structure of composition C16H42CoO6.

Structure (XYZ):
```
65
Properties=species:S:1:pos:R:3:forces:R:3
H 1.006 -3.587 -0.756 0.1 0.3 -0.1
H 2.875 -2.064 0.086 -0.1 0.1 0.0
O 2.235 1.369 0.151 -0.3 -0.2 0.1
H -0.536 3.091 -3.048 0.1 0.0 0.0
H 0.100 -1.720 -3.066 -0.4 -0.5 0.0
C 3.036 1.756 -0.959 0.7 -0.9 -0.4
C 0.711 -1.951 -2.176 0.6 1.1 -0.5
H -2.558 1.265 2.486 0.0 -0.1 -0.3
H 4.779 2.139 0.202 0.3 -0.3 0.1
H 3.568 3.600 -2.005 0.0 0.0 0.0
H -2.385 0.088 0.937 0.3 0.2 0.0
H -3.007 2.908 2.769 0.2 0.2 0.0
H 3.579 -2.921 1.400 -0.1 0.0 0.3
H -0.943 2.696 -0.608 0.2 -0.1 0.3
H 0.434 -1.022 2.717 -0.2 0.4 0.0
H -2.877 -1.664 2.860 0.5 -0.2 -0.2
H -2.818 3.150 -1.645 0.1 0.1 -0.3
H 2.783 1.029 -1.734 -0.4 0.3 -0.1
C -2.359 -1.841 0.688 -0.3 0.9 0.5
C -0.866 2.597 2.329 0.6 0.0 0.1
H -0.626 2.813 3.380 -0.4 0.0 0.2
H 0.937 -3.003 1.063 0.1 0.2 -0.2
H -1.562 -2.566 0.852 0.0 0.0 -0.3
C 2.908 -2.088 1.182 0.1 -0.3 -1.7
H -3.839 -2.832 1.929 0.1 0.0 0.0
H -1.410 1.987 -4.125 -0.3 0.1 0.2
H 5.108 1.801 -1.493 0.1 -0.2 0.1
C -1.525 1.450 -1.982 -0.6 1.7 -2.4
H 1.807 3.453 -1.726 0.0 -0.5 -0.4
H 1.712 -2.049 -2.642 0.2 0.1 0.3
H 2.519 1.797 0.970 -0.3 0.1 0.0
C -3.078 -2.028 -0.623 -0.1 -1.1 -1.6
H -0.693 3.582 1.851 0.1 0.0 -0.3
H 1.768 -4.027 3.072 0.4 0.1 -0.1
H 0.447 -4.117 -2.300 -0.1 0.2 -0.2
O 0.626 -0.867 -1.322 0.0 0.4 0.8
C 0.368 -3.289 -1.589 -0.7 -0.7 0.4
C 1.583 -2.951 3.117 0.0 -0.2 -0.1
H -4.091 -1.110 1.773 0.0 0.0 -0.2
H -2.657 2.493 1.122 -0.1 -0.5 -0.2
C -2.920 2.079 -1.865 0.0 0.2 1.4
O 0.779 -1.094 1.827 0.6 -0.3 -0.7
H 2.377 -2.455 3.677 0.1 -0.1 0.0
Co 0.298 0.352 0.267 0.0 -0.2 0.6
H 0.062 1.433 -3.442 0.3 0.3 0.3
H -2.445 -1.798 -1.486 0.4 0.1 0.3
H -3.367 -3.068 -0.830 0.0 0.0 0.5
H 2.800 3.767 -0.395 0.5 0.2 -0.1
C -3.313 -1.876 1.883 -0.6 0.1 -0.1
H 4.712 0.437 -0.414 -0.1 -0.1 0.1
H 3.384 -1.146 1.446 -0.3 0.0 0.6
H -0.661 -3.263 -1.211 0.1 -0.1 0.0
H -3.425 1.695 -0.971 0.0 -0.2 -0.1
H 0.676 -2.882 3.729 -0.2 0.3 -0.4
O -1.715 -0.549 0.659 -0.4 -0.1 0.1
C -2.357 2.284 2.147 0.1 0.3 0.6
H -3.616 1.977 -2.693 0.4 -0.2 -0.3
O -0.734 1.787 -0.848 -0.6 -0.6 -0.4
C -0.810 2.049 -3.212 -0.1 -0.8 -0.3
C 1.504 -2.329 1.699 0.0 -0.1 2.1
C 4.515 1.481 -0.633 -0.5 1.1 -0.3
C 2.799 3.212 -1.343 -0.3 0.1 0.9
H -3.990 -1.461 -0.836 0.0 0.3 0.8
O 0.008 1.607 1.917 -0.1 -0.6 -0.7
H -1.618 0.394 -2.209 0.4 -0.3 1.0
```
Positions in Å, forces in eV/Å.

As for the spin multiplicity: 4. The net charge is 0. The value obtained for the total energy is -67183.7575 eV.